{
  "formula": "C6H16NO",
  "method": "ωB97M-V/def2-TZVPD",
  "e_homo_ha": -0.48516,
  "total_energy_ha": -367.919791,
  "gap_ev": 10.038,
  "charge": 1,
  "mol_weight_g_mol": 118.20,
  "relative_energy_kcal_mol": 39.3,
  "species": ["O", "N", "C", "C", "C", "C", "C", "C", "H", "H", "H", "H", "H", "H", "H", "H", "H", "H", "H", "H", "H", "H", "H", "H"],
  "xyz": [[-1.745, 0.954, -3.021], [-0.488, 0.726, -0.676], [0.801, 0.820, 2.231], [1.356, -0.250, 1.300], [1.456, 1.381, 3.225], [0.177, -1.189, 0.839], [-0.454, -1.579, -1.610], [-0.667, -0.761, -0.372], [-1.321, 1.287, -0.520], [-2.506, 1.415, -3.409], [-1.084, -1.327, -2.467], [-1.751, -0.796, -0.155], [-0.526, -1.166, 1.688], [1.986, -0.940, 1.841], [-0.767, -2.599, -1.422], [1.276, 2.391, 3.593], [-0.077, 1.299, 1.799], [2.397, 0.950, 3.564], [0.593, -1.447, -1.955], [-1.218, 0.779, -3.813], [1.898, 0.127, 0.406], [0.629, -2.194, 0.784], [-0.208, 0.853, -1.654], [0.242, 1.266, -0.196]],
  "forces_ev_per_a": [[-0.23, 0.32, -0.81], [1.15, 0.99, -0.51], [0.69, 0.45, -1.80], [-1.57, -0.88, 0.04], [1.05, 0.51, 0.10], [0.15, 0.46, 1.13], [0.58, 0.35, -1.15], [-1.00, 0.06, 0.34], [-0.32, -0.26, -0.32], [0.05, -0.05, 0.35], [-0.09, 0.52, 0.33], [0.59, -0.19, 0.26], [0.38, -0.47, -0.16], [0.68, 0.20, 0.13], [0.67, -0.34, 0.30], [-0.63, -0.52, 0.31], [-0.23, 0.23, 0.51], [-0.18, -0.04, -0.03], [-0.38, -0.73, 0.24], [0.04, -0.12, 0.06], [-0.02, 0.07, 0.70], [-0.77, 0.30, -0.58], [-0.71, -0.05, -0.04], [0.10, -0.79, 0.58]],
  "mulliken_charge": [-0.619, -0.251, 0.043, -0.833, -0.867, -0.640, -1.567, 0.292, 0.344, 0.294, 0.364, 0.253, 0.378, 0.428, 0.401, 0.270, 0.225, 0.276, 0.408, 0.319, 0.355, 0.447, 0.367, 0.314]
}



{
  "formula": "C6H16NO",
  "method": "ωB97M-V/def2-TZVPD",
  "e_homo_ha": -0.46909,
  "total_energy_ha": -367.950754,
  "gap_ev": 9.495,
  "charge": 1,
  "mol_weight_g_mol": 118.20,
  "relative_energy_kcal_mol": 19.9,
  "species": ["O", "N", "C", "C", "C", "C", "C", "C", "H", "H", "H", "H", "H", "H", "H", "H", "H", "H", "H", "H", "H", "H", "H", "H"],
  "xyz": [[-1.144, 2.526, -2.264], [1.076, 0.777, -1.509], [-0.441, -0.311, 1.609], [-1.634, -0.640, 1.113], [-2.637, -1.487, 1.843], [1.139, -0.271, -0.383], [2.544, -0.815, -0.313], [0.698, 0.396, 0.931], [0.258, 1.383, -1.361], [-3.575, -0.949, 1.891], [-0.247, -0.643, 2.624], [0.385, -1.003, -0.660], [0.509, 1.464, 0.776], [-2.289, -1.684, 2.864], [3.246, -0.135, 0.155], [1.547, 0.433, 1.612], [-2.053, 2.196, -2.256], [2.534, -1.708, 0.294], [-0.958, 2.652, -3.211], [-1.955, -0.263, 0.145], [0.919, 0.273, -2.385], [-2.788, -2.460, 1.365], [2.954, -1.090, -1.298], [1.909, 1.358, -1.580]],
  "forces_ev_per_a": [[0.09, -0.40, -0.46], [-0.60, -0.68, 0.20], [-0.46, -0.41, 0.33], [0.31, 0.09, 0.06], [0.56, 0.12, 0.34], [0.21, 0.96, 0.21], [0.17, -0.52, -0.65], [0.14, 0.32, 0.13], [-0.05, 0.22, -0.38], [-0.39, -0.09, 0.04], [0.15, -0.04, -0.01], [0.17, -0.17, -0.13], [-0.36, -0.01, -0.15], [-0.13, 0.07, -0.20], [-0.03, 0.37, 0.08], [0.05, -0.24, 0.03], [0.05, 0.17, 0.12], [0.02, -0.30, 0.16], [-0.09, 0.14, 0.39], [0.13, -0.11, -0.23], [0.26, 0.34, -0.06], [-0.07, 0.24, -0.11], [-0.23, -0.02, 0.25], [0.12, -0.04, 0.05]],
  "mulliken_charge": [-0.702, -0.268, -0.354, 0.043, -1.208, 0.257, -1.648, -0.927, 0.346, 0.333, 0.250, 0.418, 0.463, 0.329, 0.428, 0.398, 0.340, 0.406, 0.340, 0.314, 0.364, 0.293, 0.439, 0.346]
}



{
  "formula": "C6H16NO2PS",
  "method": "ωB97M-V/def2-TZVPD",
  "e_homo_ha": [-0.35205, -0.28964],
  "total_energy_ha": -1182.929924,
  "gap_ev": [8.873, 5.453],
  "mol_weight_g_mol": 197.24,
  "relative_energy_kcal_mol": 34.7,
  "species": ["S", "P", "O", "O", "N", "C", "C", "C", "C", "C", "C", "H", "H", "H", "H", "H", "H", "H", "H", "H", "H", "H", "H", "H", "H", "H", "H"],
  "xyz": [[2.256, -2.974, 1.992], [-0.045, 0.500, 1.173], [-1.631, 0.246, 1.141], [0.379, 0.560, -0.363], [0.380, 1.832, 1.874], [1.497, 1.352, -0.760], [-2.263, -0.916, 0.619], [-1.639, -2.161, 1.227], [0.951, 2.639, -1.361], [-2.211, -0.934, -0.901], [2.328, 0.538, -1.739], [2.677, -0.374, -1.261], [-0.585, -2.198, 0.953], [1.729, 0.272, -2.606], [3.188, 1.117, -2.062], [0.352, 3.155, -0.615], [-2.548, 0.022, -1.295], [0.324, 2.414, -2.220], [-3.304, -0.812, 0.953], [2.111, -3.076, 3.306], [-1.713, -2.129, 2.312], [2.086, 1.597, 0.130], [1.763, 3.287, -1.673], [-2.134, -3.057, 0.863], [-1.194, -1.109, -1.237], [-2.854, -1.721, -1.284], [0.098, 1.932, 2.834]],
  "forces_ev_per_a": [[-0.01, 0.15, -0.49], [0.12, 0.11, 0.56], [0.30, 0.69, 0.09], [-0.48, -0.45, 0.03], [-0.01, -0.14, -0.33], [0.67, 0.57, -0.41], [-0.41, -0.69, -0.21], [-0.15, 0.20, -0.03], [0.04, -0.26, 0.23], [-0.08, 0.09, 0.25], [-0.24, 0.09, 0.32], [0.07, -0.10, 0.00], [0.05, -0.20, -0.01], [-0.05, -0.03, -0.14], [0.12, 0.06, -0.07], [-0.03, 0.11, 0.05], [-0.02, 0.06, -0.08], [-0.06, -0.04, -0.15], [0.21, -0.07, -0.09], [-0.06, -0.01, 0.44], [0.02, -0.05, 0.09], [-0.03, -0.05, -0.16], [0.14, 0.13, -0.07], [-0.04, -0.11, -0.05], [0.08, -0.03, -0.11], [-0.08, -0.10, -0.03], [-0.07, 0.04, 0.36]],
  "mulliken_charge": [-0.180, 0.372, -0.410, -0.018, -0.706, 0.499, 0.454, -1.125, -1.444, -1.164, -1.406, 0.309, 0.172, 0.340, 0.419, 0.377, 0.312, 0.317, 0.285, 0.147, 0.328, 0.383, 0.416, 0.435, 0.198, 0.450, 0.240]
}



{
  "formula": "C6H16NO3",
  "method": "ωB97M-V/def2-TZVPD",
  "e_homo_ha": -0.09620,
  "total_energy_ha": -518.652256,
  "gap_ev": 6.451,
  "charge": -1,
  "mol_weight_g_mol": 150.20,
  "relative_energy_kcal_mol": 29.0,
  "species": ["O", "O", "O", "N", "C", "C", "C", "C", "C", "C", "H", "H", "H", "H", "H", "H", "H", "H", "H", "H", "H", "H", "H", "H", "H", "H"],
  "xyz": [[-2.611, 1.272, -0.895], [0.275, 1.707, -2.330], [-1.455, -2.242, -1.844], [-0.094, -0.812, 0.386], [1.021, 1.271, 0.685], [0.019, 0.560, -0.184], [1.193, -1.145, 1.006], [0.584, 0.506, -1.613], [1.948, 0.152, 1.314], [-1.179, -0.941, 1.389], [1.686, 0.485, -1.601], [2.948, 0.175, 0.882], [1.040, -1.723, 1.926], [-2.599, 2.183, -0.600], [2.047, 0.358, 2.383], [-0.617, 1.966, -2.059], [-0.897, -0.384, 2.290], [-1.320, -1.996, 1.638], [1.657, 1.967, 0.116], [-1.725, 0.934, -0.484], [-1.818, -1.348, -1.713], [0.178, -0.352, -2.151], [1.813, -1.777, 0.357], [-0.664, -2.178, -1.274], [0.648, 1.943, 1.473], [-2.078, -0.583, 0.900]],
  "forces_ev_per_a": [[-0.23, -0.25, -0.01], [0.13, 0.35, -0.30], [0.04, 0.26, 0.11], [0.01, -0.16, 0.09], [1.19, 0.55, 0.52], [-0.50, -0.46, -0.60], [0.49, -0.48, 0.32], [-0.40, 0.23, 0.94], [-0.70, 0.99, 0.01], [0.97, -0.06, -1.00], [0.07, -0.23, -0.29], [0.01, -0.09, -0.06], [-0.04, -0.07, -0.08], [-0.12, 0.25, 0.08], [0.10, -0.26, 0.05], [0.00, -0.27, 0.11], [-0.49, 0.15, 0.18], [0.04, -0.02, 0.12], [-0.20, -0.16, -0.28], [0.50, 0.29, -0.25], [0.03, -0.35, -0.12], [0.18, -0.14, -0.04], [-0.20, 0.04, -0.13], [-0.31, 0.12, 0.08], [-0.34, -0.45, 0.13], [-0.23, 0.21, 0.41]],
  "mulliken_charge": [-0.735, -0.411, -0.709, 0.183, -1.363, -0.136, -0.878, -0.597, -0.503, -1.131, 0.297, 0.320, 0.374, 0.310, 0.309, 0.336, 0.334, 0.313, 0.329, 0.433, 0.351, 0.277, 0.248, 0.357, 0.294, 0.398]
}



{
  "formula": "C6H16NS",
  "method": "ωB97M-V/def2-TZVPD",
  "e_homo_ha": -0.46981,
  "total_energy_ha": -690.776328,
  "gap_ev": 9.884,
  "charge": 1,
  "mol_weight_g_mol": 134.27,
  "relative_energy_kcal_mol": 84.8,
  "species": ["S", "N", "C", "C", "C", "C", "C", "C", "H", "H", "H", "H", "H", "H", "H", "H", "H", "H", "H", "H", "H", "H", "H", "H"],
  "xyz": [[-1.378, -0.179, -2.044], [-0.629, -0.969, 0.498], [1.423, 0.382, -2.136], [-1.741, -1.282, 1.448], [0.110, 0.804, -1.588], [0.179, 0.234, 0.577], [1.683, 0.054, 0.930], [-0.556, 1.367, 1.193], [-0.227, 2.281, 0.799], [1.827, -0.277, 2.004], [2.268, 0.935, 0.882], [-1.527, -1.000, 2.458], [2.164, 1.066, -1.771], [0.025, -1.710, 0.345], [-1.250, -0.721, -0.592], [1.913, -0.674, 0.261], [1.488, -0.746, -2.106], [-1.744, -2.373, 1.328], [-0.927, -1.400, -2.310], [-2.535, -0.762, 1.155], [-0.143, 1.888, -1.529], [-0.328, 1.349, 2.332], [-1.567, 1.222, 1.090], [1.473, 0.511, -3.221]],
  "forces_ev_per_a": [[0.06, 1.87, -0.71], [0.57, 1.82, -0.28], [-1.10, -1.00, -1.76], [4.31, -2.64, 0.44], [-0.92, -1.22, 2.85], [0.36, 1.44, -1.81], [-3.13, 0.43, 2.56], [2.33, -1.15, 2.92], [0.30, 1.33, -0.36], [-0.44, -0.04, -1.13], [0.35, 0.92, -0.68], [0.44, -0.03, 0.60], [0.87, -0.53, 0.65], [0.03, -1.02, 0.09], [0.44, -0.78, 1.37], [1.99, -2.18, -1.69], [0.80, 1.21, 0.81], [-1.09, 0.37, 0.49], [0.65, -0.16, -0.45], [-3.69, 1.59, -1.38], [0.05, -1.01, -0.35], [-0.44, 0.25, -1.65], [-2.56, 0.17, -0.35], [-0.21, 0.37, -0.18]],
  "mulliken_charge": [-0.212, -0.138, -1.271, -0.976, 0.120, 0.725, -1.651, -1.642, 0.466, 0.341, 0.365, 0.353, 0.311, 0.411, 0.349, 0.558, 0.296, 0.351, 0.233, 0.383, 0.412, 0.348, 0.448, 0.421]
}



{
  "formula": "C6H16NSi",
  "method": "ωB97M-V/def2-TZVPD",
  "e_homo_ha": -0.50059,
  "total_energy_ha": -582.100078,
  "gap_ev": 10.271,
  "charge": 1,
  "smiles": "C[NH+](C)/C=C/[SiH](C)C",
  "mol_weight_g_mol": 130.29,
  "relative_energy_kcal_mol": 44.4,
  "species": ["Si", "N", "C", "C", "C", "C", "C", "C", "H", "H", "H", "H", "H", "H", "H", "H", "H", "H", "H", "H", "H", "H", "H", "H"],
  "xyz": [[-2.002, -0.642, -1.023], [1.920, 0.149, 0.846], [-0.099, -0.293, -0.551], [0.527, -0.202, 0.783], [-2.050, -1.285, -2.863], [2.108, 1.501, 1.598], [2.629, -0.893, 1.577], [-2.857, 1.054, -0.632], [1.928, 1.310, 2.709], [-3.653, 0.966, 0.087], [0.460, 0.084, -1.431], [-2.998, -1.081, -3.293], [-3.337, 1.557, -1.356], [-2.160, 1.806, -0.211], [-1.195, -0.616, -3.379], [3.041, 2.062, 1.488], [-2.281, -1.312, 0.179], [1.292, 2.169, 1.484], [-1.887, -2.322, -2.876], [2.150, 0.050, -0.122], [2.205, -1.898, 1.174], [3.715, -0.825, 1.593], [2.556, -0.800, 2.598], [-0.012, -0.540, 1.620]],
  "forces_ev_per_a": [[1.03, 2.19, -0.52], [-0.09, 1.58, 2.30], [1.53, 0.96, 3.99], [-3.87, -0.62, -7.24], [2.15, 3.06, 1.41], [-0.19, -0.40, 1.85], [0.70, -3.12, -1.73], [2.10, -1.22, 1.98], [0.78, -0.47, -1.41], [-0.13, -0.60, 0.70], [0.36, -0.25, 0.64], [-0.82, 0.38, -0.50], [-1.41, 1.54, -3.30], [-0.05, -0.59, -0.10], [-1.97, -1.83, 0.88], [0.03, -0.81, -0.45], [-0.74, -1.61, 0.85], [-0.82, 0.43, -1.35], [0.66, -1.34, -0.33], [0.98, 0.99, -0.86], [1.22, 1.65, 0.96], [0.25, 0.09, -1.42], [-1.60, 0.15, 2.39], [-0.10, -0.14, 1.26]],
  "mulliken_charge": [0.563, 0.211, -0.563, -0.364, -0.944, -0.803, -0.995, -1.200, 0.337, 0.367, 0.188, 0.347, 0.453, 0.299, 0.264, 0.353, -0.194, 0.356, 0.305, 0.412, 0.352, 0.403, 0.394, 0.460]
}